8
Properties=species:S:1:pos:R:3:forces:R:3 method="wB97M-V/def2-TZVPD" largest_force_ha_per_bohr=0.091 homo_lumo_gap_ev=11.540 charge=0 relative_energy_kcal_mol=34.9 e_lumo_ev=0.6 smiles=CBO total_energy_ev=-3841.5198
C -0.99058 -0.49307 0.11684 1.23 4.19 0.74
B 0.26368 0.48400 0.20892 3.99 -2.05 -1.31
O 1.73231 -0.25094 0.12574 -2.88 3.38 -1.33
H -1.17428 -0.20121 -0.90419 -0.32 -0.67 -0.96
H -1.83789 -0.11327 0.66278 -0.38 -0.21 0.36
H -0.67533 -1.44194 0.32670 0.27 -2.62 0.13
H 0.35575 1.67148 -0.06960 -0.33 -0.64 0.51
H 2.32633 0.34494 -0.46719 -1.57 -1.38 1.86